Entry 1:
C36H60BCdN9O2PS4 | ωB97M-V/def2-TZVPD

The geometry in ORCA input format:
```
! wB97M-V def2-TZVPD RIJCOSX def2/J DEFGRID3
* xyz 1 1
Cd -2.98 -0.60 1.34
C -2.63 3.20 -1.84
C -1.33 2.49 -1.80
C -0.14 3.13 -2.03
C 1.07 2.40 -1.91
N 1.07 1.14 -1.59
N -0.08 0.48 -1.40
B 0.17 -0.98 -1.12
N -0.89 -2.02 -1.30
N 0.00 -1.91 -2.29
C -0.06 -2.56 -3.42
C -1.16 -3.45 -3.55
C -2.09 -3.60 -2.55
C -3.26 -4.50 -2.68
C -1.97 -2.83 -1.33
S -3.07 -2.95 -0.10
C 1.02 -2.38 -4.46
C 1.87 -3.66 -4.48
C 1.90 -1.18 -4.08
C 0.42 -2.16 -5.85
N 1.33 -1.24 -0.18
N 2.53 -1.51 -0.72
C 3.59 -1.60 0.03
C 3.49 -1.48 1.45
C 2.29 -1.21 2.02
C 2.11 -1.09 3.49
C 1.15 -1.04 1.15
S -0.31 -0.56 1.81
C 4.95 -1.85 -0.57
C 5.89 -0.70 -0.15
C 4.90 -1.91 -2.09
C 5.52 -3.17 -0.02
C -1.30 1.09 -1.50
S -2.74 0.25 -1.31
C 2.43 3.04 -2.12
C 2.32 4.49 -2.59
C 3.17 2.23 -3.19
C 3.19 2.97 -0.80
H -2.50 4.26 -2.01
H -3.16 3.04 -0.90
H -3.27 2.78 -2.62
H -0.13 4.18 -2.28
H -1.27 -4.02 -4.46
H -3.26 -5.02 -3.63
H -4.18 -3.92 -2.59
H -3.28 -5.22 -1.86
H 2.37 -3.82 -3.53
H 2.62 -3.58 -5.26
H 1.25 -4.52 -4.71
H 2.28 -1.27 -3.07
H 1.33 -0.26 -4.16
H 2.74 -1.11 -4.76
H -0.08 -3.05 -6.21
H 1.23 -1.93 -6.54
H -0.28 -1.34 -5.86
H 4.36 -1.61 2.07
H 3.05 -1.27 4.00
H 1.36 -1.80 3.82
H 1.74 -0.10 3.74
H 5.52 0.26 -0.51
H 6.88 -0.87 -0.59
H 6.01 -0.65 0.93
H 4.54 -0.97 -2.50
H 4.24 -2.71 -2.42
H 5.90 -2.10 -2.49
H 5.63 -3.13 1.06
H 6.50 -3.35 -0.46
H 4.86 -4.00 -0.27
H 1.76 4.55 -3.52
H 3.31 4.89 -2.77
H 1.84 5.11 -1.83
H 2.64 2.28 -4.14
H 3.26 1.20 -2.89
H 4.17 2.65 -3.34
H 2.69 3.55 -0.03
H 4.19 3.37 -0.93
H 3.26 1.94 -0.46
C -1.45 4.97 1.95
N -1.39 3.55 2.22
C -0.32 2.82 1.56
C -2.38 2.79 2.78
O -2.45 1.58 2.57
N -3.30 3.42 3.57
C -3.04 4.53 4.46
C -4.47 2.65 3.94
H -1.20 5.14 0.91
H -0.73 5.52 2.56
H -2.45 5.35 2.14
H 0.23 3.48 0.91
H -0.74 2.00 0.97
H 0.35 2.38 2.30
H -2.02 4.90 4.38
H -3.20 4.20 5.49
H -3.73 5.35 4.27
H -4.73 1.98 3.13
H -5.29 3.35 4.13
H -4.29 2.07 4.85
C -3.49 -3.70 5.02
P -3.23 -2.04 4.31
C -1.95 -1.15 5.26
C -4.80 -1.14 4.53
O -2.83 -2.14 2.88
H -3.86 -3.63 6.03
H -2.56 -4.27 5.00
H -4.22 -4.21 4.39
H -2.30 -0.88 6.25
H -1.70 -0.26 4.68
H -1.07 -1.79 5.34
H -5.11 -1.13 5.57
H -5.56 -1.64 3.93
H -4.67 -0.13 4.17
S -7.54 -0.67 0.75
C -6.03 -0.38 1.09
N -4.93 -0.10 1.43
*
```

Summary:
- HOMO level (eV) = -9.531
- energy above the lowest of the compared OMol25 structures with the same formula, charge and spin (kJ/mol) = 167.56
- E_LUMO (eV) = -2.94

***

Entry 2:
C36H60I2NO10P2 | ωB97M-V/def2-TZVPD

The geometry in ORCA input format:
```
! wB97M-V def2-TZVPD RIJCOSX def2/J DEFGRID3
* xyz 1 1
C 8.05 -0.64 -0.03
C 7.06 0.65 0.03
O 5.79 0.29 -0.60
P 4.66 1.60 -0.50
O 4.59 2.20 -1.91
C 2.92 0.96 -0.01
C 2.34 -0.03 -1.12
C 2.34 -1.59 -0.77
N 0.98 -2.28 -0.82
C 0.40 -2.66 -2.15
C -0.91 -1.73 -2.45
C -0.67 -0.68 -3.65
C -1.64 0.59 -3.33
O -3.04 0.14 -3.24
C -3.55 0.51 -1.95
C -3.95 1.99 -1.51
O -3.74 -0.42 -1.13
C 0.49 -2.45 0.43
C -0.89 -3.21 0.52
C -2.28 -2.53 0.80
C -3.64 -3.29 0.86
C -3.69 -4.81 0.60
C -2.32 -5.53 0.34
C -0.95 -4.77 0.29
C 1.50 -1.80 1.47
C 1.45 -2.12 3.03
I -0.59 -2.09 3.88
C 2.26 -1.00 3.91
C 1.41 0.40 4.01
I 2.43 -1.69 6.01
C 2.85 -2.16 0.62
C 4.29 -1.82 1.21
C 4.80 -2.84 2.39
C 5.69 -2.08 3.48
O 6.47 -1.15 3.13
O 5.68 -2.40 4.88
P 3.03 -4.04 0.23
O 2.36 -4.92 1.33
O 5.13 2.69 0.72
C 5.35 4.04 0.21
C 6.89 4.30 -0.27
H 7.75 -1.28 0.88
H 9.14 -0.36 0.12
H 7.89 -1.23 -1.00
H 6.98 0.94 1.13
H 7.56 1.48 -0.62
H 2.88 0.58 1.07
H 2.26 1.91 -0.03
H 1.26 0.29 -1.33
H 2.91 0.10 -2.13
H 2.92 -2.13 -1.62
H 1.19 -2.44 -2.94
H 0.07 -3.75 -2.10
H -1.17 -1.11 -1.51
H -1.83 -2.37 -2.69
H -1.10 -1.12 -4.63
H 0.41 -0.37 -3.82
H -1.38 1.09 -2.33
H -1.53 1.37 -4.17
H -4.97 2.25 -2.00
H -3.14 2.76 -1.73
H -4.14 1.97 -0.38
H -2.27 -1.41 0.97
H -4.59 -2.65 1.06
H -4.69 -5.37 0.61
H -2.39 -6.67 0.18
H -0.03 -5.41 0.06
H 1.18 -0.68 1.44
H 1.85 -3.17 3.31
H 3.27 -0.71 3.46
H 2.10 1.32 4.06
H 0.77 0.43 4.97
H 0.71 0.56 3.12
H 5.06 -1.95 0.36
H 4.43 -0.77 1.65
H 3.94 -3.43 2.86
H 5.50 -3.61 1.89
H 4.90 -3.01 4.97
H 4.42 -4.45 0.20
H 2.50 -4.37 -1.08
H 4.59 4.38 -0.57
H 5.21 4.74 1.12
H 7.03 4.12 -1.39
H 7.11 5.41 0.00
H 7.64 3.69 0.36
C -4.85 7.35 -2.26
C -5.39 6.86 -0.94
C -4.84 5.45 -0.88
O -3.59 5.46 -1.58
C -3.48 6.70 -2.30
H -4.80 8.44 -2.33
H -5.47 6.98 -3.08
H -4.98 7.45 -0.12
H -6.48 6.89 -0.87
H -5.50 4.74 -1.38
H -4.68 5.10 0.15
H -2.73 7.31 -1.79
H -3.14 6.50 -3.32
C -7.65 -0.24 -0.59
C -8.81 -1.19 -0.39
C -8.13 -2.39 0.23
O -7.00 -1.90 0.98
C -6.79 -0.52 0.63
H -7.94 0.81 -0.67
H -7.10 -0.51 -1.50
H -9.52 -0.75 0.32
H -9.34 -1.42 -1.31
H -7.75 -3.07 -0.54
H -8.79 -2.95 0.89
H -7.11 0.09 1.49
H -5.73 -0.35 0.45
*
```

Summary:
- HOMO level (eV) = -11.058
- E_LUMO (eV) = -3.83

***

Entry 3:
C36H61BrFN2O17PS2 | ωB97M-V/def2-TZVPD

The geometry in ORCA input format:
```
! wB97M-V def2-TZVPD RIJCOSX def2/J DEFGRID3
* xyz 0 1
C 2.48 5.32 5.20
C 2.60 5.50 3.70
O 3.01 6.52 3.24
O 2.19 4.50 2.87
C 2.82 3.23 3.09
C 3.87 2.96 2.00
C 3.34 2.02 0.88
C 4.30 0.85 0.52
C 3.81 -0.61 0.51
C 5.10 -1.50 0.46
C 6.23 -1.11 -0.53
C 7.52 -0.59 0.16
C 7.77 0.90 -0.04
O 8.62 1.33 1.06
C 8.60 2.67 1.25
O 8.65 3.13 2.35
C 3.04 -1.00 -0.79
N 3.58 -0.30 -1.99
C 3.98 -1.04 -2.87
O 4.48 -1.81 -3.58
C 1.49 -0.73 -0.80
C 1.12 0.54 -1.63
O 1.56 1.61 -1.41
N 0.14 0.36 -2.70
C -0.70 1.47 -2.80
O -0.91 2.02 -3.84
F -1.32 1.90 -1.71
P 0.69 -2.19 -1.68
O -0.89 -2.00 -1.68
O 1.23 -2.08 -3.20
S 1.14 -3.95 -0.99
S 0.66 -0.50 0.82
O -0.27 -1.55 1.08
O 0.04 0.78 0.79
O 1.75 -0.48 1.98
C 3.02 -1.14 1.73
C 3.71 -1.19 3.09
C 4.56 0.00 3.56
C 4.94 -0.26 5.04
Br 5.65 1.42 5.76
O 2.71 -2.47 1.35
C 1.99 -3.27 2.27
C 2.83 -4.42 2.88
C 2.77 -4.38 4.41
O 2.39 -5.70 2.45
H 1.58 4.79 5.49
H 3.33 4.71 5.52
H 2.53 6.29 5.69
H 2.02 2.47 3.09
H 3.31 3.17 4.06
H 4.23 3.90 1.59
H 4.73 2.50 2.50
H 3.26 2.67 0.01
H 2.31 1.75 1.10
H 5.15 0.94 1.19
H 4.72 1.09 -0.45
H 4.83 -2.53 0.25
H 5.59 -1.53 1.44
H 5.97 -0.38 -1.30
H 6.53 -2.01 -1.06
H 7.51 -0.78 1.24
H 8.38 -1.12 -0.25
H 6.86 1.49 -0.08
H 8.37 1.03 -0.95
H 8.58 3.31 0.36
H 3.20 -2.06 -0.96
H 0.63 0.34 -3.60
H -1.30 -2.87 -1.80
H 1.18 -2.97 -3.59
H 2.98 -1.37 3.88
H 4.35 -2.08 3.09
H 3.93 0.88 3.59
H 5.50 0.13 3.04
H 5.72 -1.01 5.10
H 4.06 -0.53 5.60
H 1.20 -3.78 1.71
H 1.48 -2.75 3.08
H 3.89 -4.27 2.62
H 1.73 -4.22 4.73
H 3.40 -3.59 4.82
H 3.08 -5.33 4.83
H 2.86 -5.90 1.64
C -4.34 1.63 -3.57
C -4.72 0.29 -2.94
C -6.24 0.33 -3.05
O -6.55 1.09 -4.22
C -5.37 1.76 -4.68
H -3.32 1.67 -3.94
H -4.47 2.43 -2.84
H -4.32 -0.53 -3.54
H -4.37 0.17 -1.92
H -6.69 0.82 -2.19
H -6.68 -0.67 -3.14
H -5.03 1.27 -5.59
H -5.61 2.80 -4.91
C -5.62 0.15 1.96
C -6.66 0.24 0.84
C -7.96 0.18 1.61
O -7.71 0.78 2.89
C -6.30 0.95 3.07
H -4.65 0.55 1.69
H -5.50 -0.89 2.27
H -6.57 1.20 0.33
H -6.56 -0.55 0.09
H -8.28 -0.86 1.78
H -8.78 0.71 1.12
H -6.08 2.02 2.98
H -6.02 0.62 4.06
C -9.09 -0.90 -5.37
C -9.43 -0.71 -6.85
C -10.71 -1.54 -6.97
O -11.36 -1.48 -5.70
C -10.47 -0.92 -4.73
H -8.44 -0.12 -4.97
H -8.59 -1.86 -5.23
H -9.65 0.34 -7.05
H -8.65 -1.03 -7.53
H -10.48 -2.59 -7.19
H -11.38 -1.16 -7.75
H -10.81 0.09 -4.50
H -10.50 -1.52 -3.82
*
```

Summary:
- HOMO level (eV) = -9.237
- structure (SMILES) = CC(=O)OCCCC[C@]1(CCCCOC=O)[C@H](N=C=O)[C@@](C(=O)NC(=O)F)(P(O)(O)=S)S(=O)(=O)O[C@@]1(CCCBr)OC[C@@H](C)O.C1CCOC1.C1CCOC1.C1CCOC1
- E_LUMO (eV) = -0.60

***

Entry 4:
C36H62N2O10 | ωB97M-V/def2-TZVPD

The geometry in ORCA input format:
```
! wB97M-V def2-TZVPD RIJCOSX def2/J DEFGRID3
* xyz 0 1
C -5.27 1.32 -7.04
C -5.23 0.45 -8.39
C -3.87 0.61 -9.17
C -2.75 -0.41 -8.72
C -1.34 0.26 -8.38
C -0.94 0.03 -6.85
C -1.48 1.27 -6.05
C -1.46 1.11 -4.48
C -1.87 2.42 -3.70
C -2.39 3.64 -4.37
N -2.80 4.80 -3.79
C -2.67 4.66 -2.41
C -3.12 5.83 -1.57
C -3.03 5.81 -0.12
C -2.45 4.63 0.60
C -2.01 3.51 -0.19
C -2.13 3.50 -1.69
N -1.72 2.35 -2.35
H -6.28 1.78 -6.87
H -4.49 2.13 -7.13
H -5.08 0.62 -6.18
H -5.44 -0.63 -8.13
H -6.12 0.80 -9.00
H -3.55 1.69 -9.18
H -4.11 0.36 -10.25
H -3.10 -0.89 -7.75
H -2.57 -1.22 -9.47
H -0.52 -0.01 -9.09
H -1.50 1.38 -8.48
H 0.19 0.04 -6.82
H -1.29 -0.97 -6.46
H -2.57 1.40 -6.34
H -0.94 2.22 -6.32
H -2.27 0.36 -4.22
H -0.51 0.68 -4.07
H -2.44 3.61 -5.50
H -3.55 6.72 -2.08
H -3.41 6.70 0.42
H -2.37 4.67 1.71
H -1.60 2.61 0.32
O -1.97 2.91 3.75
C -1.10 3.59 4.23
O -0.03 3.93 3.50
C 0.96 4.89 3.90
C 2.02 4.24 4.77
C -1.16 4.01 5.68
H 0.49 5.75 4.39
H 1.42 5.26 2.98
H 1.60 3.84 5.69
H 2.80 4.96 5.02
H 2.48 3.40 4.24
H -0.75 3.20 6.29
H -2.20 4.16 5.95
H -0.64 4.94 5.89
O 2.26 2.51 7.38
C 2.80 1.48 7.05
O 2.28 0.30 7.43
C 2.73 -0.97 6.93
C 3.91 -1.48 7.73
C 4.11 1.50 6.30
H 2.94 -0.92 5.86
H 1.89 -1.65 7.05
H 4.77 -0.82 7.65
H 4.20 -2.48 7.39
H 3.65 -1.54 8.79
H 4.93 1.60 7.02
H 4.11 2.36 5.63
H 4.27 0.62 5.68
O 1.82 -3.54 -1.06
C 0.81 -2.99 -0.68
O 0.02 -2.35 -1.57
C -1.29 -1.85 -1.26
C -1.20 -0.45 -0.66
C 0.47 -2.93 0.78
H -1.83 -2.54 -0.62
H -1.83 -1.80 -2.20
H -0.65 -0.45 0.28
H -2.20 -0.05 -0.48
H -0.67 0.22 -1.34
H 0.99 -2.09 1.24
H 0.80 -3.85 1.25
H -0.60 -2.85 0.98
O 6.85 0.03 1.14
C 6.68 -0.92 0.42
O 5.77 -0.85 -0.57
C 5.62 -1.84 -1.60
C 4.71 -2.97 -1.14
C 7.39 -2.22 0.66
H 6.59 -2.20 -1.94
H 5.16 -1.33 -2.45
H 5.13 -3.50 -0.28
H 4.56 -3.69 -1.95
H 3.75 -2.58 -0.83
H 6.84 -2.80 1.41
H 8.39 -2.00 1.05
H 7.53 -2.82 -0.23
O -0.40 -3.43 3.48
C -0.76 -4.54 3.74
O -1.73 -5.13 3.01
C -2.09 -6.51 3.11
C -3.11 -6.73 4.21
C -0.22 -5.27 4.95
H -1.21 -7.14 3.22
H -2.54 -6.78 2.15
H -2.70 -6.47 5.19
H -3.42 -7.78 4.24
H -3.99 -6.10 4.05
H -0.79 -4.98 5.83
H 0.82 -4.99 5.08
H -0.23 -6.36 4.85
*
```

Summary:
- HOMO level (eV) = -8.455
- structure (SMILES) = CCCCCCCCc1cnc2ccccc2n1.CCOC(C)=O.CCOC(C)=O.CCOC(C)=O.CCOC(C)=O.CCOC(C)=O
- E_LUMO (eV) = -0.09

***

Number 1: Kohn-Sham gap 6.59 eV. Number 2: Kohn-Sham gap 7.23 eV. Number 3: Kohn-Sham gap 8.64 eV. Number 4: Kohn-Sham gap 8.36 eV.